DFT (the ωB97M-V functional and the def2-TZVPD basis) results for a molecular structure, C25H42BrNOP2Sn.

Geometry (Å):
1 N 1.767 -8.760 2.740
2 C 0.584 -8.245 3.095
3 C 0.250 -6.903 2.867
4 C 1.152 -6.055 2.158
5 C 2.415 -6.607 1.858
6 C 2.654 -7.960 2.147
7 C 0.686 -4.743 1.718
8 Sn -0.372 0.672 -0.540
9 P -1.466 2.093 -2.335
10 C 1.260 -3.856 0.848
11 C 0.428 -2.729 0.400
12 C 0.336 -2.348 -0.949
13 C -0.819 -1.621 -1.423
14 C -1.802 -1.317 -0.444
15 C -1.712 -1.638 0.893
16 C -0.527 -2.273 1.343
17 Br -3.132 0.860 0.504
18 H -0.331 -4.563 2.074
19 H 2.233 -4.048 0.379
20 H -0.725 -6.544 3.188
21 H 3.199 -6.014 1.395
22 H -0.121 -8.923 3.591
23 H 3.609 -8.423 1.894
24 H 1.040 -2.768 -1.696
25 H -0.440 -2.583 2.395
26 H -0.929 -1.410 -2.492
27 H -2.494 -1.326 1.623
28 P 1.320 2.006 0.803
29 C -3.078 1.366 -2.899
30 C -3.752 1.603 -4.269
31 H -3.761 1.714 -2.105
32 H -3.068 0.257 -2.762
33 H -4.652 0.964 -4.258
34 H -4.089 2.635 -4.458
35 H -3.136 1.267 -5.113
36 C -0.305 2.264 -3.767
37 C -0.156 3.484 -4.714
38 H -0.566 1.422 -4.436
39 H 0.735 2.033 -3.388
40 H 0.751 3.275 -5.317
41 H -0.988 3.572 -5.434
42 H 0.016 4.437 -4.188
43 C -1.881 3.708 -1.412
44 C -2.808 4.823 -1.912
45 H -0.889 4.133 -1.178
46 H -2.271 3.386 -0.416
47 H -2.750 5.626 -1.162
48 H -2.533 5.310 -2.851
49 H -3.839 4.463 -1.961
50 C 0.682 3.393 1.774
51 C 1.793 3.951 2.663
52 H -0.194 3.052 2.351
53 H 0.275 4.164 1.098
54 H 1.761 3.471 3.646
55 H 2.787 3.782 2.238
56 H 1.714 5.030 2.811
57 C 2.731 2.382 -0.302
58 C 3.378 1.143 -0.922
59 H 3.480 2.974 0.249
60 H 2.316 3.041 -1.085
61 H 4.088 0.670 -0.238
62 H 2.668 0.374 -1.264
63 H 3.960 1.491 -1.778
64 C 1.773 0.545 1.826
65 C 0.997 0.484 3.119
66 H 2.875 0.556 1.951
67 H 1.511 -0.334 1.203
68 H 1.026 -0.532 3.514
69 H 1.400 1.127 3.902
70 H -0.073 0.743 2.989
71 O -1.689 1.167 3.365
72 H -1.911 0.642 4.164
73 H -2.389 0.970 2.689

Calculated values
**Electronic energy**: -124546.990 eV
**Net charge**: +4
**Lowest unoccupied orbital energy (spin up / spin down)**: -15.61 / -15.61 eV
**HOMO-LUMO gap (spin up / spin down)**: 2.964 / 2.962 eV

---

DFT (the ωB97M-V functional and the def2-TZVPD basis) results for 3 unconnected molecules or ions with the total composition C26H37BBrF5N2O14S2.

Geometry (Å):
1 C 5.660 0.789 1.715
2 C 4.369 0.674 2.699
3 C 3.500 -0.584 2.202
4 Br 3.132 -1.725 3.832
5 C 2.055 -0.164 1.545
6 B 1.172 0.094 2.875
7 O -0.026 -0.693 3.186
8 O 1.454 1.147 3.840
9 C 1.703 -1.514 0.730
10 O 0.913 -2.452 0.968
11 N 2.518 -1.392 -0.494
12 C 2.276 -0.012 -1.077
13 C 1.037 -0.308 -2.037
14 C 1.346 -1.675 -2.846
15 O 2.101 -1.561 -3.862
16 N 0.853 -2.995 -2.452
17 C -0.640 -3.093 -2.493
18 C 1.530 -4.098 -3.186
19 O 3.579 0.293 -1.605
20 C 3.548 1.205 -2.727
21 C 4.704 2.321 -2.437
22 C 4.889 3.350 -3.669
23 O 5.944 1.732 -1.985
24 C 2.058 0.852 0.307
25 C 1.124 2.142 0.276
26 F 1.667 2.959 -0.808
27 F 1.288 3.004 1.427
28 C -0.401 1.923 -0.093
29 C -0.892 2.299 -1.546
30 C -2.384 2.101 -2.003
31 C -3.468 1.542 -1.049
32 C -3.010 1.194 0.397
33 C -4.040 0.591 1.486
34 F -5.363 0.501 1.004
35 F -3.904 1.415 2.648
36 F -3.517 -0.692 1.868
37 C -1.517 1.401 0.846
38 H 6.433 1.413 2.277
39 H 6.066 -0.275 1.509
40 H 5.284 1.294 0.748
41 H 4.677 0.475 3.792
42 H 3.771 1.660 2.695
43 H 4.135 -1.231 1.514
44 H 0.261 -1.623 3.359
45 H 1.001 0.925 4.693
46 H 3.495 -1.705 -0.472
47 H 0.055 -0.468 -1.456
48 H 0.827 0.485 -2.828
49 H -1.012 -2.752 -3.520
50 H -0.910 -4.183 -2.247
51 H -1.070 -2.458 -1.625
52 H 1.279 -5.109 -2.697
53 H 1.243 -4.123 -4.296
54 H 2.676 -3.984 -3.125
55 H 2.583 1.795 -2.858
56 H 3.894 0.674 -3.694
57 H 4.279 2.945 -1.558
58 H 4.229 4.276 -3.487
59 H 5.982 3.679 -3.686
60 H 4.636 2.875 -4.679
61 H 6.282 1.133 -2.693
62 H 3.112 1.341 0.384
63 H -0.197 2.693 -2.362
64 H -2.695 2.356 -3.078
65 H -4.540 1.385 -1.405
66 H -1.292 1.142 1.929
67 C -2.472 -4.381 1.422
68 C -1.188 -5.178 1.256
69 O -1.598 -6.439 0.724
70 S -2.905 -6.217 -0.212
71 O -2.471 -6.136 -1.577
72 O -3.932 -7.113 0.223
73 O -3.275 -4.718 0.289
74 H -3.012 -4.685 2.324
75 H -2.290 -3.306 1.455
76 H -0.657 -5.312 2.198
77 H -0.522 -4.705 0.528
78 C -6.371 3.054 2.646
79 C -6.862 3.173 1.212
80 O -7.801 4.248 1.230
81 S -7.344 5.333 2.349
82 O -6.627 6.384 1.689
83 O -8.452 5.577 3.222
84 O -6.268 4.397 3.124
85 H -7.098 2.525 3.269
86 H -5.403 2.551 2.711
87 H -7.333 2.257 0.855
88 H -6.046 3.449 0.536

Calculated values
**Electronic energy**: -165176.505 eV
**SMILES string**: CC[C@@H](Br)[C@]1(B(O)O)C(=O)N[C@](CC(=O)N(C)C)(OC[C@H](C)O)[C@H]1C(F)(F)c1cccc(C(F)(F)F)c1.O=S1(=O)OCCO1.O=S1(=O)OCCO1
**Net charge**: 0
**Lowest unoccupied orbital energy**: -0.91 eV
**HOMO-LUMO gap**: 8.369 eV

---

DFT (the ωB97M-V functional and the def2-TZVPD basis) results for 8 unconnected molecules or ions with the total composition C31H70F5N2O21S7.

Geometry (Å):
1 C -0.995 2.461 -2.960
2 C -0.909 2.068 -4.449
3 C -0.319 3.177 -5.312
4 C 1.042 3.704 -4.820
5 C 1.988 2.649 -4.408
6 N 2.160 1.445 -4.903
7 C 3.169 0.785 -4.252
8 F 3.546 -0.415 -4.525
9 C 3.619 1.632 -3.341
10 C 4.773 1.285 -2.434
11 F 5.511 2.376 -2.237
12 F 4.383 0.766 -1.276
13 F 5.557 0.385 -3.017
14 N 2.877 2.799 -3.426
15 C 3.084 3.985 -2.602
16 C 3.152 3.692 -1.091
17 F 4.317 4.166 -0.566
18 H -0.022 2.282 -2.496
19 H -1.187 3.534 -2.927
20 H -1.782 1.926 -2.449
21 H -1.938 1.939 -4.783
22 H -0.439 1.091 -4.588
23 H -1.008 4.016 -5.257
24 H -0.324 2.884 -6.362
25 H 1.509 4.239 -5.654
26 H 0.872 4.448 -4.054
27 H 1.641 1.044 -5.675
28 H 4.013 4.494 -2.856
29 H 2.299 4.715 -2.741
30 H 3.024 2.628 -0.893
31 H 2.353 4.203 -0.557
32 O -3.311 4.034 -5.487
33 S -4.725 3.925 -5.264
34 O -5.451 2.802 -5.765
35 O -5.428 5.261 -5.741
36 C -5.224 5.702 -7.104
37 C -5.991 4.865 -8.108
38 C -5.057 4.092 -3.542
39 H -4.156 5.718 -7.331
40 H -5.576 6.731 -7.138
41 H -5.620 3.842 -8.139
42 H -5.890 5.290 -9.107
43 H -7.048 4.822 -7.844
44 H -4.524 4.959 -3.161
45 H -4.701 3.184 -3.058
46 H -6.129 4.196 -3.394
47 O 2.575 -5.850 -4.557
48 S 3.259 -5.758 -3.305
49 O 2.759 -4.913 -2.264
50 O 4.784 -5.385 -3.584
51 C 5.047 -4.203 -4.357
52 C 4.784 -2.936 -3.567
53 C 3.530 -7.368 -2.652
54 H 4.463 -4.223 -5.280
55 H 6.096 -4.252 -4.639
56 H 3.727 -2.836 -3.323
57 H 5.085 -2.063 -4.140
58 H 5.335 -2.951 -2.626
59 H 3.938 -8.004 -3.433
60 H 2.565 -7.745 -2.321
61 H 4.212 -7.294 -1.808
62 O 3.395 -1.599 4.133
63 S 3.008 -2.740 3.358
64 O 3.986 -3.676 2.900
65 O 2.146 -2.232 2.115
66 C 2.733 -1.248 1.249
67 C 3.807 -1.821 0.344
68 C 1.731 -3.615 4.187
69 H 3.118 -0.416 1.844
70 H 1.915 -0.861 0.642
71 H 4.669 -2.166 0.913
72 H 4.146 -1.056 -0.356
73 H 3.422 -2.677 -0.213
74 H 0.968 -2.915 4.514
75 H 2.184 -4.110 5.046
76 H 1.317 -4.357 3.508
77 O 3.804 1.762 8.528
78 S 3.296 0.523 8.024
79 O 1.888 0.331 7.850
80 O 3.878 -0.666 8.909
81 C 3.663 -0.621 10.333
82 C 2.232 -0.944 10.718
83 C 4.110 0.109 6.522
84 H 3.969 0.352 10.723
85 H 4.334 -1.365 10.758
86 H 1.542 -0.184 10.356
87 H 2.136 -0.997 11.803
88 H 1.925 -1.896 10.285
89 H 5.182 0.226 6.655
90 H 3.746 0.793 5.759
91 H 3.857 -0.910 6.254
92 O -9.122 4.016 -2.445
93 S -9.670 3.498 -3.664
94 O -10.594 4.266 -4.435
95 O -10.288 2.062 -3.380
96 C -11.291 1.945 -2.347
97 C -12.631 2.514 -2.768
98 C -8.354 2.979 -4.709
99 H -10.932 2.411 -1.428
100 H -11.390 0.879 -2.151
101 H -12.576 3.592 -2.915
102 H -13.382 2.316 -2.002
103 H -12.957 2.073 -3.710
104 H -7.661 2.374 -4.132
105 H -7.862 3.878 -5.072
106 H -8.760 2.416 -5.546
107 O -1.394 2.722 -0.034
108 S -1.893 3.474 1.084
109 O -1.357 4.765 1.378
110 O -1.832 2.565 2.381
111 C -0.567 1.980 2.758
112 C 0.394 2.994 3.349
113 C -3.646 3.597 0.979
114 H -0.127 1.468 1.900
115 H -0.801 1.221 3.502
116 H 0.694 3.736 2.610
117 H 1.293 2.494 3.711
118 H -0.074 3.528 4.175
119 H -4.060 2.613 0.778
120 H -3.871 4.279 0.162
121 H -4.024 4.000 1.915
122 O 3.636 -6.112 6.393
123 S 3.142 -7.358 5.888
124 O 1.741 -7.565 5.693
125 O 3.732 -8.540 6.768
126 C 3.507 -8.507 8.193
127 C 2.078 -8.852 8.566
128 C 3.977 -7.747 4.388
129 H 3.797 -7.533 8.592
130 H 4.185 -9.245 8.617
131 H 1.380 -8.099 8.204
132 H 1.976 -8.914 9.650
133 H 1.787 -9.806 8.125
134 H 5.046 -7.617 4.533
135 H 3.611 -7.058 3.629
136 H 3.739 -8.771 4.111

Calculated values
**Electronic energy**: -168685.339 eV
**Net charge**: +1
**Lowest unoccupied orbital energy**: -2.64 eV
**HOMO-LUMO gap**: 9.071 eV

---

DFT (the ωB97M-V functional and the def2-TZVPD basis) results for a molecular structure, C5H8O2.

Geometry (Å):
1 C 1.194 1.234 -0.087
2 C 1.063 -1.295 -0.017
3 C -1.692 -0.019 -0.055
4 C 0.325 0.017 0.067
5 C -0.845 0.104 0.987
6 O -3.019 -0.083 -0.185
7 O -0.867 -0.104 -1.109
8 H -3.223 -0.158 -1.128
9 H -0.939 0.439 1.998
10 H 1.255 1.527 -1.134
11 H 2.205 1.086 0.285
12 H 0.782 2.092 0.446
13 H 1.644 -1.355 -0.936
14 H 0.371 -2.132 0.036
15 H 1.747 -1.353 0.832

Calculated values
**Electronic energy**: -9407.915 eV
**Net charge**: 0
**Lowest unoccupied orbital energy**: 0.81 eV
**HOMO-LUMO gap**: 8.860 eV

---

DFT (the ωB97M-V functional and the def2-TZVPD basis) results for a single C5H8BBrO2 molecule.

Geometry (Å):
1 B -0.699 -2.119 0.002
2 C 0.011 -0.288 0.005
3 C -0.819 0.742 -0.074
4 C 1.426 0.155 0.019
5 C -0.127 2.045 -0.096
6 C 1.369 1.689 0.114
7 O -1.571 -2.422 -0.997
8 O -0.328 -3.014 0.909
9 Br -2.709 0.608 -0.145
10 H 1.868 -0.240 0.853
11 H 1.974 -0.325 -0.868
12 H -0.280 2.556 -1.079
13 H -0.507 2.892 0.667
14 H 1.667 1.954 1.030
15 H 1.903 2.135 -0.772
16 H -2.439 -2.492 -0.559
17 H -0.740 -3.875 0.991

Calculated values
**Electronic energy**: -80129.098 eV
**SMILES string**: OB(O)C1=C(Br)CCC1
**Net charge**: 0
**Lowest unoccupied orbital energy**: 0.28 eV
**HOMO-LUMO gap**: 8.914 eV